No. 1
{
  "formula": "C39H38F3N7O4P2S2SeTa",
  "method": "ωB97M-V/def2-TZVPD",
  "charge": 1,
  "e_homo_ev": -9.536,
  "elements": ["Ta", "N", "P", "C", "C", "C", "C", "C", "C", "C", "C", "C", "C", "C", "C", "C", "C", "C", "C", "C", "N", "H", "H", "H", "H", "H", "H", "H", "H", "H", "H", "H", "H", "H", "H", "H", "S", "C", "C", "C", "C", "C", "C", "S", "H", "H", "H", "H", "F", "C", "F", "F", "C", "O", "O", "N", "C", "C", "C", "C", "C", "C", "N", "C", "C", "C", "C", "N", "C", "C", "H", "H", "H", "H", "H", "H", "H", "H", "H", "N", "C", "P", "O", "O", "C", "N", "H", "H", "H", "H", "H", "H", "H", "H", "H", "H", "Se"],
  "positions_angstrom": [[1.1932, -0.9136, 0.2538], [-3.1924, -1.8879, -0.1167], [-2.1644, -0.7514, 0.6566], [-3.2581, 0.6622, 0.1861], [-3.3858, 0.9083, -1.1797], [-4.2961, 1.8365, -1.6488], [-5.0874, 2.5401, -0.7545], [-4.9445, 2.3226, 0.6050], [-4.0361, 1.3896, 1.0777], [-2.5995, -0.8943, 2.4326], [-2.1816, 0.1087, 3.3061], [-2.3918, -0.0098, 4.6670], [-3.0370, -1.1263, 5.1725], [-3.4990, -2.1040, 4.3058], [-3.2839, -1.9889, 2.9437], [-2.7128, -3.1679, -0.1146], [-3.1560, -4.1968, -0.9472], [-2.5911, -5.4409, -0.7768], [-1.6672, -5.6434, 0.2433], [-1.3185, -4.5638, 1.0280], [-1.7944, -3.3459, 0.8322], [-3.7816, -1.5901, -0.8828], [-2.7773, 0.3484, -1.8782], [-4.4055, 1.9967, -2.7123], [-5.8202, 3.2444, -1.1182], [-5.5615, 2.8654, 1.3064], [-3.9581, 1.2238, 2.1413], [-1.6955, 0.9958, 2.9269], [-2.0528, 0.7750, 5.3290], [-3.1870, -1.2271, 6.2363], [-4.0243, -2.9675, 4.6852], [-3.6420, -2.7469, 2.2673], [-3.9011, -4.0096, -1.7019], [-2.8735, -6.2589, -1.4196], [-1.2433, -6.6194, 0.4126], [-0.6494, -4.6619, 1.8736], [0.6934, -2.1321, 2.2974], [1.0042, -0.8553, 3.4723], [1.2974, -1.2162, 4.7804], [1.4924, -0.2444, 5.7430], [1.4064, 1.0978, 5.4016], [1.1254, 1.4618, 4.0998], [0.9075, 0.4935, 3.1239], [0.4696, 1.0333, 1.5108], [1.3574, -2.2655, 5.0342], [1.7040, -0.5348, 6.7605], [1.5592, 1.8620, 6.1494], [1.0509, 2.5024, 3.8174], [5.5170, 0.5252, -1.0456], [5.0430, 0.3435, 0.1902], [5.8476, -0.5090, 0.8215], [5.0988, 1.5181, 0.8252], [3.5969, -0.1816, 0.1509], [3.1372, -0.5035, -0.9519], [2.9820, -0.2258, 1.2131], [-0.3704, 4.9056, -4.5137], [-0.0961, 6.1611, -4.9774], [-0.6752, 6.9584, -5.9542], [-0.1003, 8.1922, -6.1709], [1.0155, 8.6283, -5.4417], [1.5960, 7.8479, -4.4699], [1.0332, 6.5941, -4.2312], [1.4021, 5.6196, -3.3607], [0.5662, 4.6245, -3.5472], [0.6646, 3.3808, -2.8315], [1.6518, 3.2596, -1.8445], [1.7565, 2.0841, -1.1436], [0.9713, 1.0296, -1.3723], [0.0490, 1.1223, -2.3265], [-0.1495, 2.2678, -3.0674], [-1.1188, 4.3107, -4.8259], [-1.5338, 6.6241, -6.5174], [-0.5202, 8.8435, -6.9227], [1.4221, 9.6050, -5.6549], [2.4551, 8.1766, -3.9085], [2.3014, 4.0943, -1.6448], [2.5037, 1.9840, -0.3647], [-0.5341, 0.2268, -2.5009], [-0.9237, 2.2777, -3.8160], [2.2612, -4.7714, 2.4255], [2.1171, -5.1341, 0.9991], [3.5295, -4.1218, 0.2749], [4.7280, -4.4917, 1.0422], [3.0773, -2.6827, 0.3214], [3.6384, -4.5821, -1.5472], [3.2382, -3.4184, -2.3496], [1.7740, -3.8276, 2.5779], [3.2828, -4.6273, 2.5692], [1.8988, -5.4653, 3.0848], [1.1436, -4.8372, 0.6109], [2.2772, -6.2003, 0.8592], [2.9999, -5.4326, -1.7772], [4.6812, -4.8449, -1.7338], [3.5234, -3.4707, -3.3304], [3.6052, -2.5608, -1.9083], [2.1893, -3.2798, -2.2971], [0.3540, -2.3358, -1.4467]],
  "atomic_forces_ev_per_a": [[0.162, -0.364, -0.889], [-0.141, -0.303, -0.533], [-0.220, 0.693, 0.366], [0.313, -0.075, 0.017], [0.070, 0.083, 0.091], [-0.068, 0.023, -0.131], [-0.015, 0.023, -0.013], [-0.078, 0.092, -0.009], [0.010, 0.033, -0.041], [0.176, 0.147, -0.184], [0.037, -0.023, -0.043], [-0.045, 0.013, 0.131], [0.011, 0.009, 0.034], [-0.024, -0.071, 0.012], [0.036, 0.094, -0.076], [0.071, -0.254, 0.226], [0.110, -0.081, -0.056], [-0.083, 0.174, 0.008], [0.179, -0.124, 0.028], [-0.153, -0.127, -0.170], [-0.211, -0.312, 0.029], [0.009, -0.023, 0.221], [0.043, -0.039, -0.114], [-0.003, 0.028, -0.069], [-0.034, 0.091, -0.024], [-0.030, 0.053, 0.041], [-0.048, -0.038, -0.009], [-0.037, -0.010, -0.016], [0.027, 0.022, 0.050], [-0.051, -0.015, 0.114], [-0.066, -0.064, 0.082], [-0.103, -0.104, 0.062], [-0.110, 0.016, -0.137], [-0.097, -0.108, -0.074], [0.043, -0.136, 0.094], [0.104, -0.082, 0.075], [-0.478, 0.617, -0.385], [0.119, 0.067, 0.175], [0.027, 0.090, -0.024], [-0.017, -0.026, 0.097], [0.019, 0.014, 0.062], [-0.094, -0.025, -0.068], [0.161, -0.070, 0.194], [-0.247, 0.131, -0.120], [0.006, -0.051, 0.091], [0.035, -0.014, 0.094], [0.019, 0.029, 0.053], [0.029, 0.085, 0.034], [-0.090, -0.074, -0.004], [0.557, 0.250, -0.041], [-0.101, -0.156, 0.058], [-0.174, 0.007, 0.043], [2.963, 0.698, -0.732], [-1.231, -0.272, -0.298], [-0.641, -0.230, 1.060], [0.012, -0.372, 0.167], [0.650, 0.641, 0.204], [-0.136, -0.018, -0.089], [-0.116, -0.078, -0.031], [0.081, 0.098, 0.034], [-0.097, -0.050, -0.035], [-0.784, 0.016, -0.707], [0.128, -0.758, 0.467], [0.085, 0.966, -0.413], [0.058, -0.934, 0.559], [-0.264, -0.028, -0.216], [0.203, 0.263, -0.031], [-0.229, -0.786, 0.788], [-0.114, -0.221, -0.039], [0.316, 0.405, 0.067], [0.070, 0.034, 0.040], [-0.070, 0.031, -0.085], [-0.030, 0.040, -0.056], [0.048, 0.079, -0.013], [0.103, 0.048, 0.068], [0.103, 0.070, 0.042], [-0.148, 0.111, -0.013], [-0.043, 0.047, 0.026], [-0.116, -0.025, -0.115], [0.121, 0.323, 0.580], [0.604, 0.286, -0.884], [-1.088, 0.260, -0.464], [0.332, -0.541, 0.223], [-0.461, -0.055, -0.288], [0.359, -0.377, 1.050], [-0.171, 0.457, -0.274], [0.310, -0.480, 0.001], [-0.233, -0.198, 0.295], [0.101, 0.172, -0.179], [0.062, 0.030, 0.096], [0.026, -0.040, 0.074], [0.008, 0.005, -0.083], [-0.114, 0.042, -0.109], [0.032, 0.017, 0.203], [-0.109, 0.042, -0.187], [0.176, 0.224, 0.124], [-0.310, -0.056, -0.180]]
}

***

No. 2
{
  "formula": "C39H38HfN2O2P2S5Sb",
  "method": "ωB97M-V/def2-TZVPD",
  "charge": -1,
  "e_homo_ev": -4.566,
  "relative_energy_kj_mol": 8.1,
  "elements": ["Hf", "C", "C", "C", "C", "N", "C", "C", "C", "C", "C", "C", "C", "H", "H", "H", "H", "H", "H", "H", "H", "N", "P", "C", "C", "C", "C", "C", "C", "C", "C", "C", "C", "C", "C", "P", "C", "C", "C", "C", "C", "C", "C", "C", "C", "C", "C", "C", "H", "H", "H", "H", "H", "H", "H", "H", "H", "H", "H", "H", "H", "H", "H", "H", "H", "H", "H", "H", "H", "S", "Sb", "S", "S", "S", "C", "O", "C", "O", "H", "H", "H", "C", "S", "C", "H", "H", "H", "H", "H", "H"],
  "positions_angstrom": [[0.2453, -0.7364, 0.3217], [4.1735, -0.7304, 2.8954], [3.8628, 0.1297, 3.9232], [2.6608, 0.8186, 3.8839], [1.7958, 0.6381, 2.8185], [2.1087, -0.2114, 1.8073], [3.2618, -0.8815, 1.8672], [0.4812, 1.3345, 2.7122], [0.0286, 2.1618, 3.7452], [-1.2441, 2.7009, 3.7070], [-2.0692, 2.4125, 2.6231], [-1.5847, 1.6429, 1.5801], [-0.2902, 1.0996, 1.5706], [5.0754, -1.3254, 2.8922], [4.5349, 0.2580, 4.7631], [2.4009, 1.4919, 4.6850], [3.4373, -1.5714, 1.0541], [0.6530, 2.3814, 4.6012], [-1.5936, 3.3258, 4.5195], [-3.0827, 2.7976, 2.5903], [-2.2397, 1.4540, 0.7336], [0.7518, 1.3772, -2.6553], [1.9749, 0.5786, -1.6789], [3.1131, 1.9486, -1.3289], [3.9735, 2.4679, -2.2960], [4.8143, 3.5240, -1.9845], [4.8126, 4.0588, -0.6980], [3.9662, 3.5424, 0.2707], [3.1199, 2.4852, -0.0454], [2.8196, -0.3795, -2.9655], [2.5256, -0.2874, -4.3206], [3.2209, -1.0656, -5.2411], [4.2142, -1.9335, -4.8124], [4.5203, -2.0222, -3.4602], [3.8253, -1.2517, -2.5429], [-0.6415, 2.0060, -1.7769], [-1.6704, 2.4523, -3.2278], [-1.1819, 2.6269, -4.5184], [-2.0463, 2.9606, -5.5545], [-3.4049, 3.1216, -5.3112], [-3.8976, 2.9543, -4.0236], [-3.0327, 2.6178, -2.9928], [0.0005, 3.6969, -1.3793], [0.9301, 4.3526, -2.1878], [1.4034, 5.6109, -1.8514], [0.9494, 6.2367, -0.6933], [0.0048, 5.6078, 0.1038], [-0.4702, 4.3450, -0.2428], [0.3447, 0.6403, -3.2373], [3.9810, 2.0468, -3.2951], [5.4738, 3.9299, -2.7419], [5.4768, 4.8795, -0.4559], [3.9587, 3.9557, 1.2713], [2.4428, 2.0942, 0.7056], [1.7628, 0.3945, -4.6717], [2.9789, -0.9921, -6.2938], [4.7461, -2.5454, -5.5302], [5.2867, -2.7041, -3.1156], [4.0497, -1.3466, -1.4877], [-0.1220, 2.5088, -4.7113], [-1.6546, 3.0954, -6.5554], [-4.0769, 3.3737, -6.1218], [-4.9550, 3.0711, -3.8219], [-3.4224, 2.4726, -1.9900], [1.2849, 3.8635, -3.0871], [2.1328, 6.0986, -2.4869], [1.3314, 7.2128, -0.4188], [-0.3586, 6.0866, 1.0045], [-1.1997, 3.8596, 0.3965], [-0.4038, -5.6211, 0.5594], [0.6294, -3.7833, 1.3506], [-0.9681, -2.0569, 1.9820], [1.7379, -2.5954, -0.4828], [2.1575, -3.9032, 3.0177], [-1.8164, -3.3027, -2.4166], [-1.2310, -2.5410, -1.3619], [-1.0671, -1.2039, -1.5504], [-1.4637, -0.7029, -2.5994], [-1.8821, -4.3163, -2.0321], [-1.1778, -3.2651, -3.3002], [-2.8022, -2.9145, -2.6742], [-4.7526, -0.3159, -1.3117], [-3.7770, -1.0194, 0.0183], [-4.8104, -0.5873, 1.4173], [-5.0247, 0.7213, -1.0957], [-5.6630, -0.8881, -1.5018], [-4.1212, -0.3332, -2.2018], [-5.7391, -1.1602, 1.4326], [-5.0438, 0.4802, 1.4187], [-4.2392, -0.8190, 2.3168]],
  "atomic_forces_ev_per_a": [[0.058, -0.686, 0.388], [0.099, -0.125, -0.094], [-0.058, 0.094, 0.112], [0.177, 0.017, 0.069], [-0.240, 0.049, -0.269], [-0.161, 0.135, 0.296], [-0.063, 0.097, -0.103], [0.360, 0.085, 0.078], [-0.030, 0.035, 0.061], [0.023, -0.063, -0.114], [0.027, 0.064, 0.079], [0.047, 0.008, -0.168], [-0.192, 0.135, 0.170], [0.002, 0.027, 0.003], [-0.003, 0.006, -0.018], [-0.004, -0.009, 0.026], [-0.010, -0.064, 0.043], [-0.009, -0.035, 0.022], [-0.008, -0.004, -0.002], [0.005, 0.010, 0.009], [0.002, -0.028, 0.014], [0.164, -0.207, 0.099], [-1.185, 0.620, -0.238], [0.290, -0.066, 0.055], [0.002, 0.057, -0.001], [-0.051, -0.005, 0.091], [-0.003, -0.020, -0.064], [-0.039, -0.036, -0.098], [-0.070, 0.106, 0.024], [0.280, -0.097, 0.137], [0.053, -0.058, -0.117], [-0.031, 0.026, 0.091], [-0.017, 0.028, 0.014], [-0.035, 0.046, -0.027], [0.022, 0.028, -0.046], [0.429, 0.197, -0.085], [-0.145, -0.078, 0.080], [-0.048, 0.060, -0.046], [0.010, -0.021, 0.073], [0.049, -0.001, 0.045], [0.068, 0.004, -0.034], [-0.028, 0.007, 0.015], [0.056, -0.016, -0.148], [0.005, 0.016, -0.032], [-0.039, -0.077, 0.082], [-0.024, -0.036, -0.035], [0.021, -0.072, -0.100], [-0.001, 0.018, 0.133], [-0.089, -0.006, 0.057], [-0.009, -0.010, 0.026], [0.008, -0.007, 0.019], [-0.008, 0.002, 0.002], [-0.006, 0.005, -0.010], [0.020, -0.013, -0.039], [0.008, 0.001, -0.013], [-0.003, -0.003, 0.003], [-0.002, 0.004, 0.002], [-0.009, -0.004, -0.004], [-0.005, 0.020, -0.004], [-0.031, -0.010, -0.007], [-0.013, -0.010, -0.005], [0.005, 0.002, -0.007], [-0.005, 0.006, -0.017], [0.027, -0.036, -0.026], [0.045, -0.024, 0.039], [0.000, 0.006, 0.018], [-0.009, -0.005, 0.000], [-0.002, 0.010, -0.002], [0.094, -0.008, -0.036], [-0.092, 0.016, -0.051], [0.276, -0.556, 0.014], [0.331, 0.156, -0.264], [-0.102, 0.058, 0.386], [0.024, 0.041, 0.056], [0.014, -0.027, 0.043], [-0.295, 0.339, -0.014], [0.054, -0.322, -0.774], [0.078, 0.161, 0.182], [0.008, -0.017, 0.000], [-0.011, -0.007, -0.020], [-0.014, -0.001, 0.010], [-0.132, 0.117, -0.139], [0.108, -0.039, -0.033], [-0.104, 0.051, 0.168], [0.037, -0.037, -0.006], [0.032, 0.002, 0.012], [-0.025, -0.006, 0.018], [0.019, 0.010, -0.019], [0.034, -0.019, -0.003], [-0.007, -0.014, -0.030]]
}

***

no.,electronic energy (Ha),orbital gap (eV)
1,-6430.41868,6.5
2,-4731.09975,6.7